ORCA calculation (ωB97M-V/def2-TZVPD) on a structure of composition C23H50N3O2P2Pr.

```
! RIJCOSX wB97M-V def2-TZVPD def2/J DEFGRID3
* xyz 2 3
Pr -0.475 0.073 1.094
P -0.114 2.367 -1.168
P 0.050 -2.628 0.209
N -1.555 -0.409 -1.208
C -1.772 2.031 -1.834
H -2.480 2.687 -1.301
H -1.725 2.398 -2.869
C -2.384 0.625 -1.868
H -3.363 0.608 -1.364
H -2.579 0.328 -2.913
C -2.173 -1.757 -1.422
H -1.955 -2.092 -2.452
H -3.262 -1.625 -1.347
C -1.708 -2.783 -0.385
H -1.796 -3.788 -0.822
H -2.381 -2.757 0.491
C -0.052 -3.552 1.817
C -0.582 -2.628 2.929
H -1.564 -2.170 2.711
H 0.150 -1.843 3.199
H -0.732 -3.230 3.834
C 0.978 -3.630 -0.996
C 2.493 -3.431 -0.847
H 2.999 -3.916 -1.690
H 2.881 -3.877 0.077
H 2.768 -2.369 -0.860
C 0.951 3.130 -2.422
C 2.172 3.744 -1.731
H 2.884 4.063 -2.504
H 2.699 3.024 -1.091
H 1.912 4.625 -1.132
C -0.494 3.520 0.203
C 0.617 3.741 1.241
H 0.141 3.987 2.204
H 1.254 4.595 0.961
H 1.262 2.865 1.396
C 0.911 0.914 -0.922
C 0.541 -5.105 -0.982
H -0.274 -5.330 -0.278
H 0.183 -5.382 -1.984
H 1.389 -5.761 -0.746
C 0.213 4.072 -3.372
H 0.946 4.685 -3.907
H -0.348 3.502 -4.122
H -0.483 4.735 -2.846
C -0.988 4.876 -0.344
H -1.312 5.501 0.504
H -0.191 5.429 -0.865
H -1.850 4.779 -1.019
C 1.288 -4.186 2.208
H 2.101 -3.449 2.239
H 1.197 -4.610 3.216
H 1.589 -5.003 1.540
H -0.789 -4.346 1.620
H -1.351 3.051 0.732
H 0.679 -3.191 -1.964
H 1.305 2.277 -3.026
O 1.556 0.634 0.190
H -0.642 -0.406 -1.717
H 1.207 0.428 -1.879
C 1.200 0.833 4.739
N -0.119 1.287 5.147
C -0.424 1.264 6.562
C -1.590 2.175 6.821
C -2.755 1.790 5.955
N -2.328 1.748 4.571
C -3.358 1.792 3.546
C -1.085 1.399 4.224
O -0.810 1.157 2.989
H 1.877 0.923 5.597
H 1.211 -0.222 4.416
H 1.603 1.444 3.920
H -0.668 0.239 6.890
H 0.470 1.590 7.098
H -1.304 3.211 6.620
H -1.878 2.122 7.871
H -3.568 2.514 6.023
H -3.153 0.808 6.262
H -3.540 0.805 3.087
H -4.290 2.129 4.016
H -3.104 2.506 2.747
*
```

Output
E_LUMO (spin up / spin down) (eV): -5.324 / -5.295
Expectation value of S²: 2.0396
HOMO level (spin up / spin down) (hartree): -0.413 / -0.415
Kohn-Sham gap (spin up / spin down) (eV): 5.9106 / 6.0093

Partial charges, Löwdin, in e:
1 Pr 1.078
2 P 0.989
3 P 0.993
4 N -0.228
5 C -0.217
6 H 0.098
7 H 0.092
8 C -0.215
9 H 0.127
10 H 0.135
11 C -0.226
12 H 0.135
13 H 0.125
14 C -0.292
15 H 0.094
16 H 0.095
17 C -0.530
18 C -0.122
19 H 0.073
20 H 0.061
21 H 0.105
22 C -0.533
23 C -0.101
24 H 0.095
25 H 0.067
26 H 0.078
27 C -0.489
28 C -0.074
29 H 0.099
30 H 0.090
31 H 0.070
32 C -0.465
33 C -0.079
34 H 0.092
35 H 0.090
36 H 0.072
37 C -0.577
38 C -0.098
39 H 0.065
40 H 0.091
41 H 0.091
42 C -0.096
43 H 0.093
44 H 0.080
45 H 0.060
46 C -0.083
47 H 0.103
48 H 0.084
49 H 0.080
50 C -0.090
51 H 0.090
52 H 0.093
53 H 0.076
54 H 0.113
55 H 0.100
56 H 0.113
57 H 0.120
58 O -0.375
59 H 0.089
60 H 0.108
61 C 0.007
62 N -0.057
63 C -0.135
64 C -0.143
65 C -0.136
66 N -0.060
67 C -0.002
68 C -0.396
69 O -0.237
70 H 0.109
71 H 0.092
72 H 0.105
73 H 0.147
74 H 0.137
75 H 0.136
76 H 0.136
77 H 0.135
78 H 0.146
79 H 0.100
80 H 0.107
81 H 0.097

***

ORCA calculation (ωB97M-V/def2-TZVPD) on a structure of composition C3H8N3O2.

```
! RIJCOSX wB97M-V def2-TZVPD def2/J DEFGRID3
* xyz 1 1
C -1.217 -0.027 0.952
C 0.746 -0.546 0.660
C 2.476 -0.109 -1.072
N -1.769 0.997 0.353
N 1.130 0.015 -0.407
N -1.596 -0.839 1.867
O 1.115 -1.293 1.512
O -3.163 1.184 0.701
H 2.682 0.762 -1.758
H 3.173 -0.116 -0.221
H 2.572 -1.159 -1.645
H -1.192 1.827 0.260
H 0.563 0.759 -0.821
H -0.927 -1.430 2.308
H -2.567 -0.934 2.098
H -3.832 1.275 -0.001
*
```

Output
E_LUMO (eV): -3.370
Relative energy (zero: lowest compared OMol25 entry of this formula, charge and spin) (kcal per mole): 71.8
HOMO level (hartree): -0.537
Kohn-Sham gap (eV): 11.2444

Partial charges, Löwdin, in e:
1 C -0.151
2 C -0.335
3 C -0.004
4 N 0.033
5 N 0.026
6 N 0.229
7 O 0.153
8 O 0.006
9 H 0.108
10 H 0.091
11 H 0.147
12 H 0.165
13 H 0.144
14 H 0.116
15 H 0.142
16 H 0.129

***

ORCA calculation (ωB97M-V/def2-TZVPD) on a cluster of 2 separate species, C3H7NO2 in total.

```
! RIJCOSX wB97M-V def2-TZVPD def2/J DEFGRID3
* xyz 0 1
N 0.335 0.745 -2.159
C 1.503 0.479 -1.990
O 2.659 0.281 -1.923
H -0.449 0.478 -1.557
C 0.262 0.462 1.233
C -0.414 -0.762 0.648
O -1.465 -0.312 -0.209
H 0.596 1.136 0.440
H -0.431 1.013 1.874
H 1.136 0.169 1.822
H 0.306 -1.370 0.078
H -0.825 -1.392 1.448
H -1.938 -1.084 -0.546
*
```

Output
E_LUMO (eV): 0.627
Relative energy (zero: lowest compared OMol25 entry of this formula, charge and spin) (kcal per mole): 23.4
HOMO level (hartree): -0.393
Kohn-Sham gap (eV): 11.3081
SMILES: N=C=O.CCO

Partial charges, Löwdin, in e:
1 N 0.185
2 C -0.418
3 O 0.131
4 H 0.047
5 C -0.082
6 C -0.310
7 O -0.106
8 H 0.060
9 H 0.081
10 H 0.084
11 H 0.112
12 H 0.114
13 H 0.103

***

ORCA calculation (ωB97M-V/def2-TZVPD) on a structure of composition C3H4FNO2.

```
! RIJCOSX wB97M-V def2-TZVPD def2/J DEFGRID3
* xyz 0 1
C -0.103 -0.906 -0.080
C -1.187 0.070 0.309
C -0.131 1.124 0.159
H 2.770 -0.147 0.044
H -0.009 -1.812 0.604
H -0.264 -1.156 -1.146
H -1.584 -0.146 1.291
N 0.852 0.163 0.176
O 2.025 0.278 -0.577
O -0.185 2.325 -0.125
F -2.184 0.207 -0.656
*
```

Output
E_LUMO (eV): 0.344
Relative energy (zero: lowest compared OMol25 entry of this formula, charge and spin) (kcal per mole): 65.6
HOMO level (hartree): -0.376
Kohn-Sham gap (eV): 10.5846

Partial charges, Löwdin, in e:
1 C -0.070
2 C -0.216
3 C -0.366
4 H 0.181
5 H 0.141
6 H 0.145
7 H 0.153
8 N -0.102
9 O 0.004
10 O 0.111
11 F 0.019

***

ORCA calculation (ωB97M-V/def2-TZVPD) on a structure of composition C6H18N2O3S2.

```
! RIJCOSX wB97M-V def2-TZVPD def2/J DEFGRID3
* xyz 2 1
C -3.654 -1.096 0.133
C 3.143 2.002 0.920
C -3.805 1.692 -0.598
C 3.061 -1.881 0.298
C -2.535 -0.184 0.478
C 2.398 0.964 0.133
N -3.060 1.213 0.652
N 3.630 -0.539 0.365
O -1.817 -0.472 1.666
O 2.069 1.089 -1.133
O -0.068 -0.556 -0.032
S -1.297 0.006 -0.887
S 0.860 0.318 1.032
H -3.284 -2.156 0.028
H -4.094 -0.875 -0.759
H -4.565 -1.152 0.750
H 4.160 2.271 0.453
H 3.262 1.637 1.856
H 2.362 2.790 1.011
H -4.218 0.885 -1.199
H -4.632 2.312 -0.233
H -3.193 2.271 -1.272
H 3.723 -2.540 0.905
H 2.006 -1.854 0.731
H 2.943 -2.135 -0.810
H -2.362 1.970 0.826
H -3.744 1.091 1.400
H 4.084 -0.331 1.218
H 4.371 -0.323 -0.336
H -1.612 -1.385 1.613
H 2.582 1.740 -1.625
*
```

Output
E_LUMO (eV): -6.584
Relative energy (zero: lowest compared OMol25 entry of this formula, charge and spin) (kcal per mole): 0.0
HOMO level (hartree): -0.597
Kohn-Sham gap (eV): 9.6477

Partial charges, Löwdin, in e:
1 C -0.032
2 C -0.027
3 C 0.010
4 C -0.071
5 C -0.728
6 C -0.590
7 N 0.049
8 N 0.004
9 O -0.011
10 O 0.054
11 O -0.915
12 S 1.039
13 S 1.038
14 H 0.144
15 H 0.040
16 H 0.131
17 H 0.156
18 H 0.047
19 H 0.123
20 H 0.094
21 H 0.124
22 H 0.098
23 H 0.117
24 H 0.060
25 H 0.131
26 H 0.197
27 H 0.185
28 H 0.111
29 H 0.167
30 H 0.099
31 H 0.156

***

ORCA calculation (ωB97M-V/def2-TZVPD) on the molecule C5H3F.

```
! RIJCOSX wB97M-V def2-TZVPD def2/J DEFGRID3
* xyz 0 1
C -1.270 -1.445 0.961
C -0.950 -0.407 0.291
C -0.393 0.729 -0.151
C 0.912 0.932 -0.716
C 2.035 0.949 -1.220
F 3.220 1.218 -1.666
H -1.515 -2.451 0.662
H -1.211 -1.271 1.988
H -0.828 1.744 -0.149
*
```

Output
E_LUMO (eV): 0.654
Relative energy (zero: lowest compared OMol25 entry of this formula, charge and spin) (kcal per mole): 29.2
HOMO level (hartree): -0.325
Kohn-Sham gap (eV): 9.4901
SMILES: C=C=CC#CF

Partial charges, Löwdin, in e:
1 C 0.015
2 C -0.074
3 C -0.139
4 C -0.040
5 C -0.098
6 F 0.108
7 H 0.068
8 H 0.051
9 H 0.109

***

Number 1: DFT total energy -2420.33858 Eh. Number 2: DFT total energy -433.50928 Eh. Number 3: DFT total energy -323.74361 Eh. Number 4: DFT total energy -421.71857 Eh. Number 5: DFT total energy -1370.31173 Eh. Number 6: DFT total energy -292.00497 Eh.